This record from the Open Molecules 2025 dataset describes a structure of composition C50H29I4N9Zn. The level of theory is wB97M-V/def2-TZVPD.

Atoms and positions in Å:
C  3.92  -1.96  -0.97
C  -1.54  2.47  -0.76
C  -2.37  3.53  -0.24
H  -2.09  4.25  6.57
C  -1.93  -4.32  0.02
H  0.51  5.21  2.48
C  3.25  -1.14  -3.71
C  2.39  -0.73  -2.56
C  -0.08  -5.07  -1.05
C  1.70  0.14  4.20
C  4.15  -2.83  -5.19
C  2.90  -3.59  3.11
I  6.07  -2.38  -7.49
C  -2.67  3.64  -3.62
C  -2.72  2.43  -2.94
C  2.52  -1.29  2.27
H  -2.88  -4.52  0.49
C  4.76  -0.52  -5.49
H  3.27  -5.57  3.86
C  -4.85  3.25  -4.52
N  -0.25  -2.76  -0.59
N  -1.26  -5.35  -0.49
N  0.37  0.52  -1.94
H  0.83  1.91  5.13
C  -0.45  0.91  -4.04
C  4.85  -1.85  -5.87
C  2.80  -1.09  -1.27
H  3.88  0.87  -4.12
C  -1.92  3.80  1.02
C  -4.92  2.04  -3.86
H  -1.11  1.27  -4.82
C  -1.30  3.47  4.74
N  -3.69  -0.74  1.34
C  -1.60  1.97  -2.06
H  -1.78  4.26  -3.53
H  0.15  6.99  4.15
N  -0.64  2.08  0.19
C  4.17  -1.83  4.11
C  2.78  -1.43  0.90
H  -2.30  4.53  1.71
C  -0.86  2.86  1.29
H  1.21  -0.06  -5.10
H  1.39  -3.57  -1.53
H  0.46  -5.91  -1.47
H  2.16  -3.92  2.40
H  4.57  -2.80  0.94
C  3.52  -4.52  3.93
C  4.47  -4.09  4.85
H  2.79  -3.23  -3.59
Zn  0.42  0.30  0.10
H  5.31  0.25  -6.03
I  -1.26  7.22  6.91
C  -0.98  5.72  5.47
C  -2.16  -1.88  0.52
C  -1.51  4.46  5.68
H  -3.90  0.69  -2.55
I  5.42  -5.48  6.09
C  -0.05  5.00  3.38
C  1.01  1.30  4.26
H  5.56  -2.41  5.64
C  -0.26  6.01  4.32
C  0.53  1.58  2.92
C  -0.28  2.67  2.56
H  -5.80  1.41  -3.95
H  -2.61  1.10  1.48
C  0.42  -3.78  -1.09
C  3.35  -2.47  -4.11
C  3.21  -2.23  3.19
C  -3.73  4.06  -4.42
H  4.46  -0.78  4.16
C  0.72  0.24  -4.19
H  4.22  -3.86  -5.49
H  2.16  -0.38  5.02
C  -0.56  3.72  3.58
C  -0.63  1.12  -2.63
H  -1.73  2.49  4.89
C  -3.85  1.64  -3.07
N  2.16  -0.77  -0.11
H  -4.60  -0.52  1.70
H  -3.67  5.00  -4.95
C  -2.63  0.06  1.20
H  4.64  -2.33  -1.69
C  4.80  -2.74  4.94
C  3.89  -2.20  0.36
C  -1.42  -3.02  -0.04
C  1.23  0.00  -2.85
I  -6.47  3.88  -5.70
N  -3.42  -1.99  0.91
C  1.72  -0.26  2.81
H  -3.17  4.02  -0.77
N  0.97  0.60  2.07
C  3.96  -0.17  -4.42
N  -1.63  -0.63  0.68

Computed properties:
* E_LUMO: -1.19 eV
* gap between HOMO and LUMO: 0.2103 Ha

=====

This record from the Open Molecules 2025 dataset describes a structure of composition C50H35Cl3N2O8P2SiTa. The level of theory is wB97M-V/def2-TZVPD.

Atoms and positions in Å:
C  0.15  3.79  1.94
C  -3.11  4.79  -2.41
C  -3.32  3.43  -2.15
C  1.72  3.33  3.77
C  -4.77  1.75  2.51
Ta  -0.16  -0.35  -1.12
C  -1.21  3.39  -1.07
O  4.70  -1.73  -0.30
C  3.63  -1.31  -2.34
C  2.19  2.70  -3.95
H  0.20  2.14  -3.26
C  2.36  -0.77  -2.48
C  -4.26  1.80  1.25
C  0.65  4.05  3.22
H  -4.73  2.42  0.50
C  4.29  -2.01  -3.31
P  0.23  2.32  -0.50
C  -1.66  -4.20  3.53
H  -4.74  -3.96  2.21
C  0.81  2.80  1.20
N  4.55  -2.62  -5.65
O  4.01  -2.72  -6.74
H  2.03  3.53  4.80
C  1.75  -1.01  -3.74
O  4.81  0.18  -1.25
C  -1.87  -4.82  -0.96
C  2.79  3.16  -1.28
H  -2.54  -0.35  4.03
O  -0.44  -0.27  -2.99
H  -4.91  0.88  -1.53
C  2.56  -0.76  4.29
H  0.52  -6.31  0.88
C  2.77  -0.94  2.94
C  3.72  -2.13  -4.56
O  0.52  -2.06  -0.59
H  3.70  -1.23  2.56
C  -2.33  2.74  -1.45
P  -1.10  -0.72  1.54
C  -4.06  0.21  -1.57
C  2.33  2.40  2.97
Cl  -1.81  -7.39  -0.35
H  2.44  1.34  1.13
C  -2.44  0.40  2.00
H  -0.15  5.28  -0.92
H  3.23  1.95  3.36
C  1.19  2.50  -2.98
Si  -2.47  1.00  -0.90
H  0.15  4.91  3.82
C  -1.81  -2.28  2.14
C  3.76  3.44  -2.26
H  -4.02  -0.08  -2.62
C  1.31  -0.43  4.80
C  0.40  -0.57  -4.10
C  0.57  -4.31  0.31
H  4.21  3.41  -4.32
C  3.48  3.15  -3.57
C  -1.05  -3.07  2.97
C  -0.99  4.73  -1.21
O  5.66  -2.98  -5.36
C  0.24  -0.37  3.96
H  -3.81  5.31  -3.07
C  -3.70  -3.76  2.43
H  1.26  -0.30  5.84
C  -1.29  -3.54  -0.91
C  -0.04  -3.26  -0.38
H  3.41  -0.87  5.06
H  -2.83  -5.01  -1.43
H  1.99  -1.77  -5.72
N  4.42  -0.96  -1.15
C  -3.14  -2.61  1.87
H  -1.81  6.50  -2.07
H  -4.14  2.85  -2.57
C  1.50  2.79  -1.67
Cl  -2.08  -2.15  -1.59
H  -4.68  0.97  4.50
H  -1.12  -4.79  4.26
C  -2.98  0.33  3.29
H  1.80  -1.16  1.03
C  -1.99  5.42  -1.92
H  -4.25  -0.73  -0.95
C  1.91  2.08  1.69
H  3.03  3.39  -0.27
H  -3.26  -5.49  3.74
C  0.01  -5.56  0.33
C  -4.20  0.98  3.53
C  2.46  -1.62  -4.79
H  -0.71  -0.05  4.36
O  1.78  0.00  -1.57
H  -0.05  -2.86  3.22
C  -1.18  -5.81  -0.35
C  -2.94  -4.56  3.27
H  -0.73  4.30  1.47
Cl  2.04  -3.98  1.17
H  2.06  2.66  -5.02
C  0.39  -0.54  2.61
C  1.65  -0.90  2.09
C  -3.05  1.12  0.93
H  -3.79  -1.93  1.30
H  -5.66  2.25  2.77
H  4.72  3.79  -1.91
H  5.30  -2.27  -3.06
O  0.05  -0.39  -5.24

Computed properties:
* total charge: +1
* energy above the lowest of the compared OMol25 structures with the same formula, charge and spin: 0.421 eV
* E_LUMO: -3.37 eV
* gap between HOMO and LUMO: 0.2852 Ha

=====

This record from the Open Molecules 2025 dataset describes a structure of composition C50H37IN3P2S2Ti. The level of theory is wB97M-V/def2-TZVPD.

Atoms and positions in Å:
H  -1.93  2.71  2.92
C  -0.94  -2.26  4.37
Ti  0.86  -1.21  1.44
H  -3.09  0.87  -0.46
H  -0.03  -6.03  -1.47
H  -2.69  1.86  5.12
C  -0.82  -5.31  -1.38
C  -2.62  2.79  -2.29
C  -1.55  -3.08  -0.81
H  -3.92  4.38  -2.86
C  -1.14  -0.53  -1.85
P  1.19  0.68  -0.27
C  1.98  2.52  1.69
H  -2.81  0.10  6.74
C  4.77  -1.34  -3.02
C  -1.82  -0.08  4.84
H  -3.07  1.48  -5.88
C  -2.17  1.14  -3.97
H  2.58  0.35  -4.98
C  3.08  4.31  -0.12
H  2.51  3.94  3.19
P  -1.10  -1.42  -0.19
H  4.29  -1.20  -5.04
H  -5.82  -0.08  2.67
H  -3.65  -2.71  -1.01
C  -2.11  1.24  4.45
H  1.46  1.26  -3.18
C  5.05  0.42  -1.30
C  -3.60  3.01  -4.47
H  -0.57  2.32  -0.35
C  5.60  1.15  -2.35
C  -1.08  -0.92  3.95
S  2.70  -0.78  2.85
C  -2.86  -3.43  -1.12
H  0.49  -3.75  -0.69
C  2.89  -0.01  -4.00
H  -4.22  3.55  -5.17
C  1.98  2.23  0.33
C  4.56  -0.96  -1.59
C  -0.91  0.88  2.41
H  -2.02  -0.90  -2.37
H  -0.23  -0.85  -2.39
C  3.04  4.62  1.23
H  -4.16  -4.99  -1.78
C  2.16  0.47  -2.93
C  4.95  0.98  -0.04
N  -1.24  0.89  -1.72
C  4.00  -0.90  -4.04
H  -4.54  -2.15  3.16
C  -4.53  0.50  1.07
C  -1.99  1.60  -2.67
H  -2.56  -2.71  1.82
C  -3.40  0.20  0.32
C  -4.23  -1.49  2.36
C  -2.96  1.84  -4.86
C  -3.11  -1.80  1.62
C  -1.68  1.70  3.23
C  -1.42  -2.75  5.56
S  2.29  -2.99  0.64
C  3.40  -0.57  1.24
C  -0.17  1.64  -1.12
C  -2.28  -0.58  6.08
H  5.11  -1.67  -0.95
H  1.58  1.79  2.40
C  -2.68  -0.96  0.59
H  -1.29  -3.79  5.82
H  3.53  5.00  -0.82
H  0.32  2.29  -1.86
H  -2.49  3.16  -1.29
C  2.89  -1.43  0.24
C  -2.13  -5.66  -1.67
H  4.43  1.08  2.00
I  -0.01  -3.65  3.03
C  -0.53  -4.02  -0.95
C  -3.42  3.47  -3.18
C  2.51  3.72  2.14
H  3.45  5.56  1.58
C  -4.94  -0.33  2.09
N  6.03  1.73  -3.25
H  -2.43  -2.25  7.39
C  -3.14  -4.72  -1.55
H  2.69  -2.00  -1.78
H  -1.66  0.25  -4.31
C  3.05  -1.13  -1.21
C  2.22  0.07  -1.60
N  6.16  3.22  0.29
C  -0.56  -0.42  2.72
H  -2.36  -6.66  -1.99
C  -2.07  -1.88  6.44
H  5.59  -2.01  -3.23
H  2.62  2.85  -1.62
C  4.27  0.50  1.09
H  -5.08  1.41  0.85
C  2.56  3.12  -0.57
H  -0.60  1.30  1.45
C  5.61  2.22  0.14

Computed properties:
* total charge: -1
* E_LUMO (spin up / spin down): 1.57 / 1.57 eV
* gap between HOMO and LUMO (spin up / spin down): 0.1765 / 0.1766 Ha

=====

This record from the Open Molecules 2025 dataset describes a structure of composition C50H37N6O2Rh. The level of theory is wB97M-V/def2-TZVPD.

Atoms and positions in Å:
C  4.03  0.85  3.88
C  -2.32  1.80  2.04
H  3.78  0.77  -4.39
H  -1.74  0.88  4.71
C  3.12  -1.33  4.27
H  -0.63  -5.84  2.43
H  4.05  -2.47  5.83
C  1.27  0.26  -2.90
H  -1.11  -3.93  -0.88
C  -3.07  3.09  4.05
H  2.41  -2.11  4.01
H  3.12  -2.99  -2.47
C  -1.01  -0.68  -0.47
C  -4.70  1.81  2.85
H  -4.95  1.15  2.02
N  -0.09  0.83  1.83
H  1.44  -0.14  -5.10
O  0.00  -2.58  2.00
C  -1.55  2.42  -2.72
N  -1.61  1.90  -0.32
C  3.97  -0.90  -0.50
H  -3.75  5.20  -6.76
C  4.97  -0.55  5.60
C  3.12  -0.14  3.55
C  -1.00  0.80  3.93
C  -2.02  -5.71  -0.05
H  -2.78  -4.24  1.32
Rh  0.10  0.84  -0.18
C  4.89  -0.89  -5.18
C  3.62  -2.40  -3.23
N  -1.72  -1.55  -0.72
H  -2.87  -5.55  -0.71
C  -3.54  3.12  -4.08
H  5.38  -0.29  -5.94
H  0.88  -5.32  0.87
H  0.80  0.10  4.94
C  2.71  -0.44  -1.04
H  -2.86  -5.88  1.98
C  -3.42  3.18  0.25
C  3.97  -0.29  -4.32
H  -4.17  2.47  -3.48
H  5.66  1.43  5.15
C  -3.38  2.24  3.00
C  -2.27  -5.21  1.36
C  3.93  -0.68  0.83
H  4.74  -4.06  -4.01
H  -5.17  3.78  -5.31
C  2.64  -0.12  1.14
C  -3.16  3.41  -1.05
H  -6.69  1.84  3.63
H  -4.18  3.62  0.86
H  -0.19  -5.40  -1.23
H  4.01  1.79  3.33
N  1.94  0.06  -0.02
C  5.16  -2.25  -5.07
C  4.53  -3.00  -4.10
C  4.95  0.65  4.90
C  3.33  -1.04  -3.34
C  -3.31  4.64  -5.93
C  -0.49  1.58  -3.05
O  1.20  -2.74  0.13
H  -1.79  -6.78  -0.04
H  -2.06  3.47  4.15
N  0.37  0.98  -2.17
C  -0.01  -4.69  0.84
H  4.77  -1.33  -1.08
H  -3.79  4.15  5.77
C  -1.38  4.00  -4.65
H  5.70  -0.71  6.38
H  -0.56  -3.24  2.48
H  4.70  -0.90  1.55
H  5.87  -2.71  -5.75
C  2.38  -0.41  -2.39
C  -2.05  2.57  -1.43
H  -0.32  4.07  -4.44
H  -3.66  4.11  -1.70
C  -2.44  2.22  0.71
C  0.85  0.41  2.73
C  -4.05  3.48  4.96
C  -1.94  4.72  -5.69
C  4.04  -1.54  5.29
C  -0.80  -4.90  -0.48
C  0.93  0.36  -4.30
C  -4.11  3.84  -5.13
C  0.47  -3.25  0.94
H  -6.11  3.31  5.53
H  -1.32  5.34  -6.31
C  -5.35  3.02  4.82
N  -0.93  -5.01  1.95
C  -5.67  2.19  3.75
C  2.16  0.07  2.42
C  -1.22  1.13  2.54
C  0.28  0.40  4.05
C  -0.13  1.19  -4.39
C  -2.18  3.19  -3.83
H  -0.67  1.47  -5.28

Computed properties:
* energy above the lowest of the compared OMol25 structures with the same formula, charge and spin: 0.378 eV
* E_LUMO (spin up / spin down): -0.93 / -0.93 eV
* gap between HOMO and LUMO (spin up / spin down): 0.2213 / 0.2213 Ha

=====

This record from the Open Molecules 2025 dataset describes a structure of composition C50H37N8O3SiZr. The level of theory is wB97M-V/def2-TZVPD.

Atoms and positions in Å:
C  -2.97  0.40  -1.16
C  1.60  3.23  5.08
H  1.03  -4.63  3.69
C  1.32  4.89  -0.07
N  -2.27  0.57  -0.04
C  -2.89  1.02  1.06
C  -4.97  1.23  -0.12
H  -4.34  4.66  -0.22
C  -3.60  4.86  0.55
C  2.27  5.80  0.38
H  3.65  7.36  -0.12
H  -0.31  -2.11  -4.90
H  4.56  3.09  -1.24
H  -9.36  0.74  -1.56
H  -4.88  6.16  1.68
C  -2.34  4.28  0.46
H  4.39  2.20  3.45
H  -6.24  3.24  1.23
O  1.22  1.01  -1.80
C  -8.64  1.27  -0.95
C  3.05  3.29  -4.78
C  2.60  6.64  -1.84
Zr  0.14  0.43  -0.11
C  2.36  -1.49  1.88
C  -2.93  5.99  2.55
C  1.03  4.87  -1.44
H  4.62  4.68  -5.21
C  -8.24  2.94  0.53
N  -1.83  1.58  4.61
C  2.88  2.72  4.89
O  0.10  2.36  0.39
H  -0.05  0.96  5.45
C  2.47  2.47  -3.83
O  0.37  -1.47  0.57
C  2.94  -0.39  1.16
C  3.11  -2.10  2.90
N  -9.10  2.28  -0.23
H  -0.31  -3.60  1.88
H  -8.65  3.76  1.11
H  -0.91  5.71  3.17
C  -4.24  1.34  1.05
H  0.73  -1.54  -2.69
Si  0.36  3.82  1.11
H  4.00  -0.17  1.32
H  2.52  5.84  1.44
C  4.17  4.04  -4.47
H  -3.77  -0.20  -3.79
H  -2.11  3.63  -0.38
C  2.62  2.97  2.52
H  1.41  5.71  -3.37
C  -6.40  1.58  -0.16
C  -2.54  1.62  3.49
C  -2.07  1.09  2.29
C  -0.64  1.02  4.55
H  -3.50  2.12  3.55
C  3.02  2.39  -2.55
C  1.33  3.49  2.68
C  -4.31  0.73  -1.25
C  3.39  2.59  3.60
N  2.31  0.31  0.28
H  -7.00  0.04  -1.56
H  3.21  -3.67  4.34
C  -2.77  -0.52  -3.52
C  2.63  -3.21  3.56
H  4.07  -1.69  3.15
C  1.65  5.74  -2.32
C  4.15  3.15  -2.23
H  1.21  3.35  6.08
H  3.04  2.88  1.52
C  2.91  6.66  -0.49
H  -4.73  1.65  1.96
C  -6.89  2.64  0.61
C  -0.28  -1.26  -2.93
H  -3.15  6.67  3.37
C  -7.30  0.89  -0.96
C  -0.86  -1.56  -4.15
H  1.59  1.89  -4.06
H  0.30  4.16  -1.83
C  -0.13  0.53  3.35
N  -2.09  -1.17  -4.46
C  1.40  -3.75  3.18
C  -3.90  5.70  1.60
N  -0.84  0.56  2.23
C  -2.23  -0.24  -2.27
C  -1.66  5.43  2.44
N  3.07  1.20  -0.47
C  2.41  1.51  -1.54
C  0.65  -3.19  2.18
N  -0.97  -0.61  -2.00
H  3.48  2.43  5.74
H  3.09  7.31  -2.53
H  5.58  4.57  -2.94
H  -4.85  0.61  -2.18
C  0.84  3.60  3.98
C  4.71  3.97  -3.19
H  2.63  3.33  -5.78
H  0.88  0.12  3.30
H  -0.17  3.98  4.15
C  1.10  -2.04  1.52
C  -1.35  4.55  1.41

Computed properties:
* total charge: +1
* energy above the lowest of the compared OMol25 structures with the same formula, charge and spin: 0.349 eV
* E_LUMO: -4.05 eV
* gap between HOMO and LUMO: 0.2411 Ha